No. 1
The following is a quantum chemistry calculation of C19H21ClFN3O in the gas phase, from OMol25.

```
46
Properties=species:S:1:pos:R:3
O 2.886 -1.327 -1.328
C 2.612 -1.562 -0.173
C 3.037 -0.651 0.964
C 2.543 0.788 0.749
N 1.155 0.924 1.151
C 0.821 2.258 1.619
C -0.608 2.239 2.170
N -1.565 1.828 1.168
C -2.162 2.751 0.325
C -1.836 4.113 0.337
C -2.502 5.021 -0.464
C -3.511 4.590 -1.306
Cl -4.340 5.724 -2.320
C -3.862 3.250 -1.335
C -3.200 2.350 -0.527
C -1.206 0.515 0.674
C 0.220 0.526 0.113
N 1.910 -2.661 0.240
C 1.391 -3.700 -0.532
C 1.528 -3.799 -1.914
C 0.982 -4.874 -2.592
C 0.291 -5.867 -1.919
C 0.141 -5.787 -0.544
C 0.688 -4.714 0.122
F 0.545 -4.625 1.473
H 2.680 -1.009 1.929
H 4.129 -0.640 0.968
H 3.142 1.453 1.375
H 2.705 1.066 -0.304
H 1.515 2.535 2.417
H 0.899 3.005 0.809
H -0.885 3.209 2.581
H -0.653 1.501 2.977
H -1.045 4.486 0.967
H -2.227 6.064 -0.440
H -4.658 2.914 -1.981
H -3.515 1.319 -0.546
H -1.894 0.189 -0.103
H -1.258 -0.189 1.510
H 0.477 -0.473 -0.239
H 0.262 1.214 -0.752
H 1.722 -2.747 1.230
H 2.066 -3.029 -2.441
H 1.100 -4.933 -3.663
H -0.130 -6.701 -2.457
H -0.391 -6.542 0.013
```

The largest force on an atom comes out at 0.587 eV Å⁻¹. As for the total charge: 0. The value obtained for the frontier orbital gap is 8.313 eV. As for the SMILES: O=C(CCN1CCN(c2ccc(Cl)cc2)CC1)Nc1ccccc1F. The relative energy (zero: lowest compared OMol25 entry of this formula, charge and spin) comes out at 1.4 kcal per mole.



No. 2
The following is a quantum chemistry calculation of C28H28FN3O6 in the gas phase, from OMol25.

```
66
Properties=species:S:1:pos:R:3
C -7.043 -1.827 0.902
O -6.059 -1.867 -0.104
C -5.074 -0.934 -0.091
C -4.129 -1.032 -1.117
C -3.082 -0.143 -1.195
C -2.968 0.871 -0.248
N -1.871 1.769 -0.316
C -1.391 2.339 -1.467
O -1.865 2.264 -2.567
C -0.118 3.090 -1.067
C 1.064 2.627 -1.932
C 1.256 1.122 -2.124
O 1.842 0.706 -3.099
N 0.741 0.346 -1.139
C 0.651 -1.050 -1.072
C -0.122 -1.581 -0.039
C -0.271 -2.947 0.090
C 0.372 -3.775 -0.813
F 0.241 -5.113 -0.679
C 1.141 -3.269 -1.843
C 1.276 -1.900 -1.977
N -0.019 2.822 0.347
C 0.823 3.554 1.268
C 2.300 3.129 1.256
C 2.496 1.635 1.277
C 1.890 0.848 2.239
C 2.081 -0.528 2.250
C 2.873 -1.142 1.297
O 3.112 -2.478 1.209
C 2.559 -3.321 2.188
C 3.500 -0.347 0.310
O 4.256 -1.025 -0.590
C 4.816 -0.321 -1.673
C 3.307 1.023 0.321
C -1.091 2.111 0.801
O -1.316 1.799 1.942
C -3.901 0.982 0.769
C -4.949 0.081 0.852
H -6.606 -1.958 1.897
H -7.610 -0.891 0.873
H -7.713 -2.659 0.691
H -4.238 -1.823 -1.840
H -2.357 -0.227 -1.988
H -0.260 4.166 -1.241
H 0.923 3.035 -2.935
H 1.995 3.038 -1.541
H 0.433 0.805 -0.295
H -0.606 -0.921 0.667
H -0.877 -3.371 0.875
H 1.631 -3.942 -2.528
H 1.864 -1.489 -2.780
H 0.752 4.625 1.047
H 0.398 3.373 2.257
H 2.805 3.551 0.385
H 2.765 3.571 2.141
H 1.258 1.292 2.990
H 1.593 -1.112 3.013
H 1.466 -3.271 2.193
H 2.940 -3.081 3.187
H 2.870 -4.328 1.916
H 5.531 0.437 -1.336
H 5.342 -1.069 -2.263
H 4.044 0.148 -2.292
H 3.794 1.634 -0.423
H -3.805 1.762 1.507
H -5.659 0.187 1.656
```

The largest force on an atom comes out at 0.543 eV Å⁻¹. As for the total charge: 0. The value obtained for the frontier orbital gap is 8.442 eV. As for the SMILES: COc1ccc(N2C(=O)[C@H](CC(=O)Nc3ccc(F)cc3)N(CCc3ccc(OC)c(OC)c3)C2=O)cc1. The relative energy (zero: lowest compared OMol25 entry of this formula, charge and spin) comes out at 1.7 kcal per mole.



No. 3
The following is a quantum chemistry calculation of a molecular structure, C45H35Cl14IInO, from OMol25.

```
97
Properties=species:S:1:pos:R:3
C -4.066 -3.011 0.275
In -2.006 -2.319 -0.311
C -2.119 -0.040 -0.408
C -1.601 0.449 0.883
O -2.288 0.528 1.817
I 0.487 1.008 1.182
H -4.639 -2.134 0.610
H -4.026 -3.784 1.051
H -4.542 -3.388 -0.643
H -1.490 -3.076 -1.840
H -0.844 -2.813 0.976
H -3.179 0.247 -0.441
H -1.630 0.378 -1.284
Cl -3.543 0.758 -3.169
C -4.621 2.096 -3.032
C -5.360 2.333 -1.876
Cl -5.247 1.320 -0.474
C -6.225 3.419 -1.822
C -6.351 4.266 -2.911
C -5.610 4.033 -4.060
C -4.748 2.950 -4.120
H -6.803 3.604 -0.926
H -7.028 5.110 -2.862
H -5.704 4.695 -4.912
H -4.173 2.769 -5.018
Cl -0.236 -0.335 -3.213
C 1.207 -1.164 -3.658
C 1.893 -0.884 -4.833
Cl 1.351 0.331 -5.942
C 3.050 -1.587 -5.143
C 3.523 -2.563 -4.280
C 2.838 -2.839 -3.103
C 1.683 -2.141 -2.795
H 3.585 -1.372 -6.059
H 4.425 -3.109 -4.525
H 3.203 -3.595 -2.421
H 1.150 -2.358 -1.877
Cl -9.208 2.183 2.110
C -9.340 0.481 1.825
C -10.458 -0.242 2.217
Cl -11.803 0.509 3.008
C -10.517 -1.608 1.976
C -9.465 -2.249 1.342
C -8.349 -1.524 0.944
C -8.288 -0.162 1.187
H -11.386 -2.174 2.283
H -9.515 -3.314 1.157
H -7.525 -2.021 0.446
H -7.416 0.399 0.878
Cl -7.267 -4.970 0.732
C -6.452 -6.430 1.159
C -6.831 -7.662 0.644
Cl -8.142 -7.822 -0.474
C -6.149 -8.810 1.024
C -5.090 -8.728 1.913
C -4.708 -7.495 2.424
C -5.389 -6.349 2.048
H -6.444 -9.771 0.625
H -4.562 -9.626 2.207
H -3.879 -7.426 3.116
H -5.090 -5.389 2.447
Cl 6.195 -5.841 -1.138
C 6.205 -4.377 -0.216
C 5.032 -3.793 0.245
Cl 3.482 -4.489 -0.057
C 5.088 -2.612 0.974
C 6.309 -2.018 1.245
C 7.482 -2.605 0.788
C 7.428 -3.782 0.059
H 4.175 -2.154 1.331
H 6.347 -1.096 1.811
H 8.438 -2.144 1.000
H 8.343 -4.236 -0.297
Cl 6.127 1.127 -0.663
C 5.571 2.366 0.408
C 6.391 3.416 0.804
Cl 8.024 3.553 0.230
C 5.902 4.382 1.672
C 4.600 4.301 2.143
C 3.780 3.255 1.744
C 4.267 2.288 0.878
H 6.533 5.200 1.984
H 4.225 5.057 2.821
H 2.762 3.191 2.108
H 3.625 1.472 0.570
Cl 8.897 5.707 2.840
C 9.367 7.292 2.341
C 8.662 8.422 2.733
Cl 7.274 8.322 3.757
C 9.071 9.676 2.300
C 10.181 9.803 1.481
C 10.888 8.672 1.093
C 10.481 7.420 1.523
H 8.522 10.558 2.602
H 10.495 10.782 1.145
H 11.758 8.767 0.456
H 11.032 6.541 1.219
```

The largest force on an atom comes out at 3.066 eV Å⁻¹. As for the total charge: -1. The value obtained for the frontier orbital gap is 6.982 eV. The relative energy (zero: lowest compared OMol25 entry of this formula, charge and spin) comes out at 14.0 kcal per mole.



No. 4
The following is a quantum chemistry calculation of 2 unconnected molecules or ions with the total composition C5H14S, from OMol25.

```
20
Properties=species:S:1:pos:R:3
C -0.823 2.389 -1.778
C 0.486 1.649 -1.476
C 0.864 1.682 0.001
H -1.478 2.516 -0.918
H -0.536 3.382 -2.131
H -1.427 1.986 -2.594
H 1.259 2.107 -2.091
H 0.531 0.606 -1.806
H 1.932 1.641 0.231
H 0.268 0.910 0.487
H 0.663 2.669 0.439
C -0.493 -2.106 2.599
S -0.881 -1.507 0.905
C 0.134 -2.709 -0.012
H -1.105 -2.975 2.797
H 0.577 -2.174 2.771
H -0.838 -1.340 3.301
H -0.143 -2.630 -1.066
H -0.152 -3.717 0.270
H 1.162 -2.379 0.071
```

The largest force on an atom comes out at 1.419 eV Å⁻¹. As for the total charge: 0. The value obtained for the frontier orbital gap is 9.560 eV. As for the SMILES: CCC.CSC. The relative energy (zero: lowest compared OMol25 entry of this formula, charge and spin) comes out at 13.4 kcal per mole.